(1)
16
Properties=species:S:1:pos:R:3 method="wB97M-V/def2-TZVPD" total_energy_ha=-271.6792 orbital_gap_ev=10.788 e_lumo_ha=0.034 de_lowest_kj_mol=192.7
C -1.427 -0.203 0.920
C 0.175 -0.209 0.722
C 0.791 -1.259 -0.270
C 0.383 -0.224 -1.319
C 0.690 0.864 -0.311
O -0.051 2.043 -0.497
H -1.652 0.668 1.543
H -2.191 -0.129 0.109
H -1.714 -1.111 1.464
H 0.561 -0.193 1.739
H 1.880 -1.396 -0.146
H 0.333 -2.248 -0.345
H 0.776 -0.211 -2.349
H -0.703 -0.243 -1.048
H 1.766 1.102 -0.206
H 0.384 2.748 -0.006

(2)
13
Properties=species:S:1:pos:R:3 method="wB97M-V/def2-TZVPD" total_energy_ha=-286.2241 orbital_gap_ev=7.576 charge=-1 e_lumo_ha=0.171 de_lowest_kj_mol=60.8
C -0.408 -0.491 -0.034
O 0.563 0.155 -0.775
C -0.906 0.489 1.080
N -1.102 1.842 0.583
H 0.029 -1.429 0.356
H -1.310 -0.817 -0.627
H -0.235 0.487 1.954
H -1.788 0.017 1.567
H -1.373 1.698 -0.393
H -0.133 2.082 0.395
H 2.467 -0.668 -1.478
H 1.656 -1.741 -1.130
O 2.542 -1.623 -1.497

(3)
89
Properties=species:S:1:pos:R:3 method="wB97M-V/def2-TZVPD" total_energy_ha=-1723.2289 orbital_gap_ev=3.583 charge=-1 e_lumo_ha=0.070
C -3.305 0.015 -3.608
O -3.599 0.533 -2.331
C -3.369 1.917 -2.131
C -2.005 2.214 -1.513
C -1.591 3.678 -1.712
C -1.024 4.083 -3.096
C -0.630 2.944 -4.040
C 0.706 2.299 -3.657
C 1.914 3.029 -4.242
C 3.258 2.371 -3.895
C 4.023 3.112 -2.789
C 5.222 2.398 -2.208
F 6.350 3.358 -2.425
C 5.111 2.252 -0.687
C 6.375 2.596 0.104
C 6.117 2.574 1.606
I 6.636 4.397 2.642
H -4.089 -0.696 -3.881
H -2.341 -0.508 -3.614
H -3.270 0.804 -4.368
H -4.169 2.266 -1.470
H -3.477 2.455 -3.084
H -2.048 2.006 -0.441
H -1.273 1.522 -1.935
H -2.482 4.284 -1.502
H -0.877 3.950 -0.933
H -1.727 4.760 -3.592
H -0.121 4.680 -2.933
H -1.421 2.190 -4.078
H -0.551 3.348 -5.056
H 0.807 2.302 -2.563
H 0.741 1.245 -3.950
H 1.925 4.055 -3.850
H 1.773 3.127 -5.326
H 3.887 2.301 -4.787
H 3.108 1.336 -3.567
H 4.375 4.071 -3.196
H 3.268 3.371 -2.009
H 4.279 2.868 -0.264
H 4.847 1.214 -0.441
H 6.769 3.548 -0.247
H 7.155 1.858 -0.111
H 5.064 2.449 1.851
H 6.692 1.826 2.146
C -4.342 -5.282 -3.059
C -3.830 -5.089 -1.640
O -3.426 -3.767 -1.347
C -4.463 -2.795 -1.368
C -5.542 -3.026 -0.323
H -3.614 -4.906 -3.779
H -4.499 -6.345 -3.253
H -5.292 -4.772 -3.226
H -2.936 -5.695 -1.483
H -4.586 -5.428 -0.923
H -4.911 -2.733 -2.367
H -3.961 -1.845 -1.188
H -6.139 -3.919 -0.513
H -6.218 -2.170 -0.310
H -5.093 -3.123 0.667
C -8.862 -7.805 1.450
C -8.311 -6.951 0.321
O -7.086 -6.309 0.629
C -5.997 -7.169 0.926
C -5.624 -8.098 -0.217
H -8.920 -7.225 2.372
H -9.866 -8.146 1.193
H -8.251 -8.689 1.634
H -9.000 -6.135 0.099
H -8.214 -7.551 -0.592
H -6.193 -7.744 1.838
H -5.169 -6.493 1.142
H -6.377 -8.866 -0.398
H -4.684 -8.603 0.010
H -5.493 -7.522 -1.134
C 7.162 5.758 8.234
C 7.477 4.332 8.659
O 7.155 3.356 7.688
C 7.845 3.473 6.449
C 9.349 3.305 6.568
H 6.128 5.833 7.895
H 7.300 6.431 9.082
H 7.813 6.101 7.430
H 6.879 4.064 9.530
H 8.531 4.254 8.954
H 7.604 4.422 5.960
H 7.425 2.689 5.821
H 9.820 4.132 7.102
H 9.784 3.270 5.568
H 9.591 2.375 7.085

(4)
11
Properties=species:S:1:pos:R:3 method="wB97M-V/def2-TZVPD" total_energy_ha=-268.2789 orbital_gap_ev=8.333 e_lumo_ha=-0.012 de_lowest_kj_mol=331.7
O 0.079 -0.546 2.599
C 0.103 -1.645 2.029
H -0.785 -2.233 1.895
H 0.995 -2.004 1.560
C 0.075 1.077 -2.183
C -0.388 1.004 -0.927
O 0.239 0.451 0.066
H -0.201 1.848 -2.914
H 1.050 0.584 -2.334
H -1.308 1.557 -0.671
H 0.142 -0.094 0.881

(5)
15
Properties=species:S:1:pos:R:3 method="wB97M-V/def2-TZVPD" total_energy_ha=-740.3358 orbital_gap_ev=6.286 charge=-1 e_lumo_ha=0.151 de_lowest_kj_mol=374.3
C -2.511 0.702 -0.122
C 0.931 -0.108 -0.595
C 0.438 1.203 -0.283
N -1.235 -1.552 0.465
O -2.974 1.974 0.180
O -2.728 0.278 -1.233
O 0.861 1.973 0.522
P -1.789 -0.093 1.262
H 0.126 -0.760 -0.307
H 1.855 -0.253 -0.084
H 0.791 -0.141 -1.700
H -0.520 1.564 -0.924
H -0.919 -2.301 1.149
H -1.880 -1.882 -0.286
H -2.466 2.383 1.008

(6)
59
Properties=species:S:1:pos:R:3 method="wB97M-V/def2-TZVPD" total_energy_ha=-13749.8054 orbital_gap_ev=5.501 charge=-2 e_lumo_ha=0.150
Ca -0.416 0.030 0.052
C 3.003 0.286 -1.291
C 2.159 -0.792 -2.000
N 1.267 -1.510 -1.086
C 1.905 -2.445 -0.172
C 1.128 -2.531 1.145
N 0.972 -1.217 1.753
C 2.139 -0.738 2.486
C 2.355 0.775 2.413
C 1.175 1.623 2.907
N 0.049 1.659 1.983
C -0.127 2.881 1.209
C 0.993 3.054 0.170
N 1.108 1.888 -0.713
C 2.441 1.716 -1.313
H 3.983 0.336 -1.775
H 3.188 -0.025 -0.259
H 1.536 -0.332 -2.770
H 2.836 -1.493 -2.510
H 0.511 -1.936 -1.632
H 2.918 -2.092 0.042
H 2.015 -3.456 -0.593
H 1.650 -3.251 1.797
H 0.129 -2.935 0.954
H 0.159 -1.162 2.402
H 3.039 -1.221 2.088
H 2.060 -1.029 3.543
H 2.593 1.067 1.388
H 3.228 1.010 3.032
H 1.535 2.648 3.083
H 0.827 1.224 3.862
H -0.791 1.312 2.434
H -0.144 3.788 1.837
H -1.097 2.827 0.703
H 1.938 3.193 0.703
H 0.805 3.982 -0.387
H 0.453 2.027 -1.508
H 3.157 2.357 -0.786
H 2.425 2.059 -2.352
O -1.539 0.084 -7.671
C -1.424 0.242 -6.470
S -1.772 -0.987 -5.269
C -1.396 -0.045 -3.799
C -0.988 1.228 -4.001
S -0.512 2.434 -2.866
S -0.918 1.739 -5.710
S -1.609 -0.942 -2.326
Br -6.664 -1.710 3.639
C -4.812 -1.283 3.709
C -4.135 -1.265 4.914
Br -5.036 -1.663 6.540
C -2.770 -0.934 4.919
Br -1.782 -0.871 6.549
C -2.036 -0.627 3.765
O -0.799 -0.292 3.785
C -2.755 -0.658 2.500
O -2.121 -0.374 1.404
C -4.109 -0.976 2.531
Br -4.977 -0.989 0.835

(7)
10
Properties=species:S:1:pos:R:3 method="wB97M-V/def2-TZVPD" total_energy_ha=-247.1618 orbital_gap_ev="9.074 / 8.802" e_lumo_ha="-0.020 / -0.013" de_lowest_kj_mol=382.0
C 0.512 0.156 0.601
C 1.883 0.393 -0.029
C -0.529 -0.545 -0.210
N 2.563 -0.627 0.129
O -1.805 -0.242 0.299
H 2.110 1.295 -0.594
H 0.480 -0.042 1.662
H -0.444 -1.637 -0.136
H -0.442 -0.270 -1.274
H -1.931 0.713 0.283

(8)
117
Properties=species:S:1:pos:R:3 method="wB97M-V/def2-TZVPD" total_energy_ha=-5477.2012 orbital_gap_ev=5.513 charge=-2 e_lumo_ha=0.125 de_lowest_kj_mol=126.9
Pb -1.375 -0.208 0.019
O 4.221 -0.218 -0.777
C 3.308 0.373 -0.164
N 2.320 1.149 -0.618
C 2.157 1.386 -1.937
O 2.880 1.064 -2.888
C 0.915 2.204 -2.270
C 0.753 2.639 -3.584
C -0.360 3.388 -3.916
C -1.286 3.682 -2.926
C -1.048 3.204 -1.648
N 0.018 2.480 -1.321
C 3.308 0.217 1.349
C 4.490 -0.156 1.989
C 4.465 -0.407 3.351
C 3.264 -0.281 4.033
C 2.151 0.145 3.320
N 2.173 0.395 2.018
H 1.495 2.361 -4.317
H -0.517 3.716 -4.937
H -2.182 4.251 -3.142
H -1.744 3.396 -0.834
H 5.400 -0.244 1.412
H 5.367 -0.708 3.874
H 3.188 -0.504 5.091
H 1.189 0.291 3.806
S -5.501 -2.456 -0.421
C -4.192 -1.495 -0.059
S -3.070 -1.903 1.210
S -3.865 -0.022 -0.919
C -0.201 -4.268 -2.852
N -0.619 -2.995 -3.427
C 0.073 -1.841 -3.616
S -0.822 -0.482 -4.080
N 1.409 -1.767 -3.548
C 2.384 -2.755 -3.113
H -1.029 -4.964 -2.978
H 0.034 -4.192 -1.790
H 0.660 -4.671 -3.386
H -1.602 -2.793 -3.335
H 1.756 -0.816 -3.518
H 2.046 -3.320 -2.246
H 3.276 -2.206 -2.819
H 2.639 -3.445 -3.926
C -4.231 5.032 1.428
Si -4.833 3.477 2.331
C -6.054 4.104 3.653
C -5.902 2.498 1.134
Si -3.020 2.383 3.350
Te -1.033 1.845 1.909
Si -3.905 0.675 4.697
C -4.711 1.431 6.249
C -5.239 -0.369 3.876
C -2.571 -0.500 5.342
Si -1.974 3.938 4.771
C -0.729 3.045 5.890
C -0.972 5.231 3.817
C -3.064 4.960 5.952
H -5.029 5.503 0.846
H -3.416 4.784 0.741
H -3.846 5.770 2.139
H -6.849 4.708 3.207
H -5.551 4.710 4.413
H -6.526 3.260 4.167
H -6.679 3.125 0.687
H -6.394 1.662 1.642
H -5.311 2.063 0.326
H -5.502 2.137 5.975
H -3.974 1.982 6.843
H -5.155 0.663 6.890
H -6.135 0.222 3.662
H -5.534 -1.216 4.502
H -4.878 -0.774 2.926
H -1.788 0.045 5.878
H -2.100 -1.023 4.504
H -2.988 -1.253 6.017
H -0.117 2.370 5.283
H -1.239 2.442 6.649
H -0.060 3.743 6.401
H -0.287 4.731 3.128
H -0.387 5.868 4.487
H -1.625 5.874 3.217
H -3.665 4.313 6.599
H -3.755 5.598 5.392
H -2.454 5.605 6.591
C -0.121 -7.084 1.753
C 1.005 -7.961 1.188
C 1.798 -7.366 0.014
C 2.893 -6.371 0.392
N 2.332 -5.140 0.952
C 2.526 -3.871 0.455
S 1.195 -2.850 0.328
N 3.743 -3.443 0.124
C 5.011 -4.135 0.204
C 5.614 -4.339 -1.185
C 6.922 -5.126 -1.173
C 6.719 -6.610 -0.862
H -0.832 -7.698 2.307
H -0.670 -6.580 0.955
H 0.244 -6.325 2.445
H 0.558 -8.894 0.836
H 1.702 -8.226 1.991
H 1.107 -6.877 -0.680
H 2.277 -8.188 -0.525
H 3.465 -6.138 -0.508
H 3.573 -6.842 1.113
H 1.363 -5.225 1.208
H 3.780 -2.465 -0.169
H 4.892 -5.082 0.723
H 5.699 -3.524 0.800
H 5.776 -3.351 -1.625
H 4.882 -4.852 -1.818
H 7.605 -4.686 -0.439
H 7.397 -5.031 -2.152
H 6.352 -6.756 0.155
H 7.655 -7.163 -0.965
H 5.992 -7.047 -1.550

(9)
65
Properties=species:S:1:pos:R:3 method="wB97M-V/def2-TZVPD" total_energy_ha=-2463.7960 orbital_gap_ev=7.941 charge=+1 e_lumo_ha=-0.112 de_lowest_kj_mol=0.0
Sc -0.021 0.215 0.541
C 4.493 -0.215 -0.192
C 4.889 1.108 -0.093
C 3.928 2.093 -0.007
C 2.568 1.762 -0.028
C 2.118 0.409 -0.068
C 3.144 -0.545 -0.144
C 1.553 2.825 -0.029
C 1.872 4.148 -0.432
C 0.922 5.124 -0.401
C -0.396 4.806 -0.005
C -1.450 5.738 0.005
C -2.715 5.356 0.360
C -2.972 4.028 0.733
C -1.969 3.096 0.729
C -0.658 3.455 0.348
N 0.308 2.500 0.329
H 5.238 -0.993 -0.280
H 5.936 1.370 -0.088
H 4.241 3.121 0.112
H 2.893 -1.601 -0.180
H 2.865 4.363 -0.788
H 1.162 6.138 -0.688
H -1.242 6.757 -0.282
H -3.525 6.069 0.350
H -3.972 3.743 1.022
H -2.151 2.064 1.029
C -5.950 0.966 1.081
C -4.742 0.056 1.235
O -4.113 -0.124 -0.042
P -2.590 -0.699 -0.141
O -1.905 0.302 -1.231
C -2.583 0.573 -2.486
C -3.408 1.844 -2.413
O -2.807 -1.947 -1.154
C -3.321 -3.188 -0.670
C -4.745 -3.416 -1.146
H -6.435 1.079 2.047
H -6.661 0.531 0.385
H -5.657 1.944 0.709
H -5.067 -0.922 1.610
H -4.029 0.486 1.951
H -3.222 -0.277 -2.730
H -1.797 0.656 -3.241
H -4.215 1.726 -1.698
H -3.831 2.050 -3.392
H -2.791 2.685 -2.104
H -3.286 -3.198 0.425
H -2.652 -3.969 -1.045
H -5.396 -2.633 -0.769
H -5.102 -4.375 -0.780
H -4.788 -3.412 -2.232
N -0.093 -3.011 1.230
C 0.149 -4.276 0.854
C 0.403 -4.249 -0.499
C 0.307 -2.901 -0.855
N 0.010 -2.154 0.203
H -0.290 -2.665 2.162
H 0.134 -5.094 1.550
H 0.645 -5.076 -1.134
H 0.441 -2.448 -1.821
C -0.603 -0.131 2.684
H 0.183 -0.688 3.218
H -1.540 -0.681 2.884
H -0.704 0.805 3.255

(10)
11
Properties=species:S:1:pos:R:3 method="wB97M-V/def2-TZVPD" total_energy_ha=-678.7265 orbital_gap_ev=9.869 e_lumo_ha=0.024 de_lowest_kj_mol=130.0
C 0.146 -0.073 -0.125
H -2.610 -0.910 -0.084
H -1.341 1.107 -0.890
H -0.112 -1.867 -0.457
H 0.426 1.622 0.896
H 2.560 -0.083 1.267
N -1.199 0.302 -0.303
N 0.621 -1.232 -0.153
N 0.902 1.034 0.224
O -1.959 -0.790 -0.803
S 2.568 0.889 0.427

(11)
41
Properties=species:S:1:pos:R:3 method="wB97M-V/def2-TZVPD" total_energy_ha=-1636.9158 orbital_gap_ev="8.081 / 8.320" charge=+2 e_lumo_ha="-0.261 / -0.315" multiplicity=5 de_lowest_kj_mol=17.9
Rh 0.037 -0.238 0.552
N -1.588 -1.667 1.049
C -2.005 -1.480 2.465
C -0.769 -1.368 3.332
N 0.035 -0.229 2.850
C 1.409 -0.160 3.377
C 2.193 0.810 2.520
N 2.131 0.338 1.116
H -2.365 -1.446 0.429
H -1.354 -2.641 0.872
H -2.647 -2.295 2.797
H -2.585 -0.557 2.515
H -0.160 -2.270 3.245
H -1.041 -1.254 4.383
H -0.453 0.636 3.078
H 1.843 -1.160 3.310
H 1.425 0.137 4.428
H 3.221 0.904 2.868
H 1.737 1.801 2.555
H 2.775 -0.438 0.978
H 2.414 1.070 0.470
C 0.858 2.133 -5.503
Sb -0.694 1.036 -4.600
C -0.157 -0.995 -4.658
C -2.572 1.406 -5.474
H 0.634 2.224 -6.566
H 1.786 1.584 -5.360
H 0.915 3.117 -5.046
H 0.056 -1.258 -5.694
H -0.972 -1.602 -4.273
H 0.737 -1.122 -4.052
H -2.470 1.236 -6.546
H -2.850 2.439 -5.280
H -3.299 0.723 -5.042
F -1.637 0.230 -1.886
Te -0.981 1.975 -1.350
F -1.711 1.317 0.325
F -0.718 3.417 -0.227
F -0.464 3.200 -2.679
F -2.675 2.460 -1.876
O 0.637 1.161 -1.164

(12)
17
Properties=species:S:1:pos:R:3 method="wB97M-V/def2-TZVPD" total_energy_ha=-359.2877 orbital_gap_ev="8.496 / 6.787" charge=+2 e_lumo_ha="-0.443 / -0.495" de_lowest_kj_mol=555.5
C 4.063 -0.392 0.105
C 0.391 0.387 -0.082
C -1.789 0.201 -0.275
C -1.347 1.658 0.166
C -0.382 -1.907 0.113
N 2.937 -0.377 -0.037
N -0.481 -0.508 -0.144
N 0.093 1.645 -0.089
H 5.114 -0.587 0.315
H -2.443 -0.162 0.395
H -2.202 0.069 -1.214
H -1.915 2.511 -0.489
H -1.671 1.965 1.275
H 0.524 -2.087 0.515
H -1.143 -2.377 0.671
H -0.545 -2.369 -0.929
H 0.796 2.329 -0.297

Please write out number 9 again, unchanged.
65
Properties=species:S:1:pos:R:3 method="wB97M-V/def2-TZVPD" total_energy_ha=-2463.7960 orbital_gap_ev=7.941 charge=+1 e_lumo_ha=-0.112 de_lowest_kj_mol=0.0
Sc -0.021 0.215 0.541
C 4.493 -0.215 -0.192
C 4.889 1.108 -0.093
C 3.928 2.093 -0.007
C 2.568 1.762 -0.028
C 2.118 0.409 -0.068
C 3.144 -0.545 -0.144
C 1.553 2.825 -0.029
C 1.872 4.148 -0.432
C 0.922 5.124 -0.401
C -0.396 4.806 -0.005
C -1.450 5.738 0.005
C -2.715 5.356 0.360
C -2.972 4.028 0.733
C -1.969 3.096 0.729
C -0.658 3.455 0.348
N 0.308 2.500 0.329
H 5.238 -0.993 -0.280
H 5.936 1.370 -0.088
H 4.241 3.121 0.112
H 2.893 -1.601 -0.180
H 2.865 4.363 -0.788
H 1.162 6.138 -0.688
H -1.242 6.757 -0.282
H -3.525 6.069 0.350
H -3.972 3.743 1.022
H -2.151 2.064 1.029
C -5.950 0.966 1.081
C -4.742 0.056 1.235
O -4.113 -0.124 -0.042
P -2.590 -0.699 -0.141
O -1.905 0.302 -1.231
C -2.583 0.573 -2.486
C -3.408 1.844 -2.413
O -2.807 -1.947 -1.154
C -3.321 -3.188 -0.670
C -4.745 -3.416 -1.146
H -6.435 1.079 2.047
H -6.661 0.531 0.385
H -5.657 1.944 0.709
H -5.067 -0.922 1.610
H -4.029 0.486 1.951
H -3.222 -0.277 -2.730
H -1.797 0.656 -3.241
H -4.215 1.726 -1.698
H -3.831 2.050 -3.392
H -2.791 2.685 -2.104
H -3.286 -3.198 0.425
H -2.652 -3.969 -1.045
H -5.396 -2.633 -0.769
H -5.102 -4.375 -0.780
H -4.788 -3.412 -2.232
N -0.093 -3.011 1.230
C 0.149 -4.276 0.854
C 0.403 -4.249 -0.499
C 0.307 -2.901 -0.855
N 0.010 -2.154 0.203
H -0.290 -2.665 2.162
H 0.134 -5.094 1.550
H 0.645 -5.076 -1.134
H 0.441 -2.448 -1.821
C -0.603 -0.131 2.684
H 0.183 -0.688 3.218
H -1.540 -0.681 2.884
H -0.704 0.805 3.255